[1]
CF6P | ωB97M-V with the def2-TZVPD basis set

Cartesian coordinates (Å):
C: -1.09608 0.27103 0.07864
F: -1.45751 -0.87201 -0.45792
F: -1.44232 1.23758 -0.77776
F: -1.34689 0.54832 1.28846
F: 3.28496 1.09742 0.25419
F: 1.06527 -0.86319 -1.39502
F: 0.97850 -1.36170 1.02591
P: 1.00744 -0.19241 0.00652

As for the total charge: +1. The value obtained for the frontier orbital gap (spin up / spin down) is 7.093 / 7.065 eV.

[2]
C59H175N39O28 | ωB97M-V with the def2-TZVPD basis set

Cartesian coordinates (Å):
C: -7.04366 -1.01391 -4.89046
O: -6.01360 -0.64339 -5.38752
N: -7.23260 -1.21552 -3.53546
N: -8.11799 -1.38590 -5.65774
H: -6.39152 -1.26281 -2.89161
H: -7.88322 -0.57159 -3.05596
H: -8.92100 -1.73326 -5.13166
H: -8.25468 -1.13103 -6.61221
C: 0.24286 5.00279 -4.10142
O: -0.72975 5.62463 -4.52389
N: 0.06281 3.74998 -3.71735
N: 1.51608 5.51960 -4.08941
H: 0.92616 3.26278 -3.30408
H: -0.83523 3.27894 -3.90324
H: 1.60093 6.50410 -4.14849
H: 2.31404 4.99139 -3.67311
C: 3.57764 2.57390 -2.00856
O: 2.73803 3.31992 -2.58571
N: 3.13398 1.38321 -1.47677
N: 4.91919 2.79855 -1.85885
H: 3.83737 0.83295 -0.97990
H: 2.15003 1.13466 -1.61928
H: 5.39904 2.29098 -1.14944
H: 5.32351 3.64656 -2.16615
C: -3.89977 2.69161 4.44102
O: -3.47785 1.65662 4.96904
N: -4.94329 2.60149 3.65242
N: -3.28746 3.88655 4.53924
H: -5.43820 1.70852 3.61487
H: -5.17678 3.45248 3.16301
H: -3.66604 4.67915 4.00940
H: -2.36775 3.93555 4.93730
C: -3.73824 5.93585 -2.60574
O: -4.75186 6.34255 -1.91352
N: -3.16587 6.78465 -3.50732
N: -3.06203 4.73673 -2.42734
H: -3.52715 7.74664 -3.48107
H: -2.56020 6.40797 -4.20568
H: -2.21319 4.55403 -2.91488
H: -3.57287 4.17091 -1.78105
C: 0.90375 4.06008 0.99914
O: 1.54461 3.09430 1.38787
N: 0.44867 5.00817 1.94514
N: 0.70605 4.40845 -0.28591
H: -0.03823 4.65278 2.78147
H: -0.16134 5.72244 1.46938
H: 0.31412 5.34126 -0.52510
H: 1.29442 3.87566 -0.89400
C: -5.82765 -1.20953 4.17230
O: -5.73303 -0.42699 3.21093
N: -5.53630 -0.77125 5.45027
N: -6.14631 -2.54324 4.02069
H: -5.33124 -1.45026 6.15867
H: -5.13001 0.13405 5.58787
H: -5.89349 -3.29135 4.68750
H: -6.46420 -2.75562 3.01993
C: -5.06485 1.41073 0.10047
O: -4.79641 2.19477 -0.85005
N: -6.41796 1.18847 0.55053
N: -4.16305 0.65430 0.75439
H: -7.07263 1.97490 0.32364
H: -6.59743 1.02838 1.53736
H: -3.19878 0.78411 0.64466
H: -4.48630 -0.04775 1.41305
C: 5.33877 1.11800 1.29686
O: 5.70078 1.06713 0.13251
N: 4.36252 1.91892 1.73829
N: 6.08581 0.54076 2.29006
H: 3.99577 1.76116 2.66737
H: 3.78539 2.29906 1.03889
H: 5.63523 0.56934 3.17959
H: 7.02843 0.23210 2.08293
C: 0.55634 5.66804 5.26705
O: -0.21754 4.81536 4.79161
N: 0.99294 5.47221 6.57807
N: 1.01689 6.84430 4.60237
H: 0.77310 4.55797 6.93915
H: 1.79009 5.89095 6.89795
H: 1.08284 6.62587 3.59887
H: 1.91507 7.24116 4.89659
C: -0.59068 2.39367 6.73002
O: 0.44249 2.84777 7.28967
N: -1.84216 2.86095 7.05717
N: -0.47466 1.42010 5.69843
H: -2.60421 2.46979 6.52021
H: -1.94328 3.52951 7.85560
H: -1.31364 1.12381 5.18312
H: 0.39920 0.96776 5.72949
C: -4.81484 5.76521 1.31524
O: -4.54168 5.28056 2.40958
N: -4.40799 7.00654 0.96336
N: -5.49488 5.04653 0.32578
H: -4.19786 7.72852 1.66010
H: -4.60824 7.28131 0.00491
H: -5.51050 5.45832 -0.63053
H: -5.27693 4.06552 0.37290
C: 2.12509 -2.48551 -2.80674
O: 1.65266 -1.69648 -3.58260
N: 1.32723 -3.35666 -2.23505
N: 3.40598 -2.57763 -2.44988
H: 1.60736 -4.19628 -1.69533
H: 0.35170 -3.08036 -2.32260
H: 3.67146 -3.27500 -1.79582
H: 4.04265 -2.06311 -3.01383
C: 3.50613 2.27763 5.15467
O: 4.43955 1.64449 4.64742
N: 3.15368 2.07739 6.39276
N: 2.71012 3.15584 4.50748
H: 2.23144 2.26703 6.73192
H: 3.71172 1.50242 6.98239
H: 2.06731 3.60161 5.09816
H: 2.64372 3.19866 3.52052
C: -3.06558 1.34018 -4.16387
O: -2.12041 1.99507 -3.63771
N: -4.21092 0.96196 -3.43933
N: -3.06955 1.00317 -5.45298
H: -4.99266 0.73385 -4.05791
H: -4.38051 1.43906 -2.56696
H: -2.30059 1.16326 -6.03636
H: -3.87078 0.54425 -5.83425
C: 1.74271 -7.52911 4.87411
O: 1.34600 -6.65204 3.79401
C: -0.00602 -6.36429 3.87730
C: -0.46680 -5.53515 2.75407
N: -0.53158 -6.26820 1.41666
C: -0.94806 -5.31287 0.40516
C: -0.64815 -5.89898 -0.95925
O: 0.77561 -6.01986 -1.09972
C: 1.07544 -6.76442 -2.30119
H: 1.84573 -6.98115 5.75102
H: 2.68915 -7.95390 4.69975
H: 0.98369 -8.33517 4.96163
H: -0.22704 -5.84420 4.78270
H: -0.55674 -7.36725 4.02469
H: 0.17394 -4.62180 2.68335
H: -1.42158 -5.18726 2.99642
H: 0.32943 -6.72023 1.15035
H: -0.58853 -4.28953 0.40795
H: -2.08342 -5.27531 0.46665
H: -0.98830 -5.17661 -1.72707
H: -1.13686 -6.83832 -1.10887
H: 0.33780 -6.51392 -3.02240
H: 0.97616 -7.86033 -2.08141
H: 2.07897 -6.64414 -2.65313
C: -6.35395 -5.36784 1.15879
O: -5.91052 -4.06609 0.95256
C: -5.95600 -3.67174 -0.45257
C: -5.11026 -2.38452 -0.49832
N: -4.55433 -2.06047 -1.86263
C: -3.60289 -3.06541 -2.45217
C: -2.84115 -2.49753 -3.59873
O: -1.92078 -3.53127 -3.98564
C: -1.04308 -3.26388 -5.09276
H: -7.34704 -5.53254 0.79509
H: -6.32715 -5.48113 2.23440
H: -5.65432 -6.03105 0.68494
H: -7.00603 -3.41417 -0.70640
H: -5.56323 -4.50129 -1.04663
H: -4.27404 -2.50870 0.13090
H: -5.76320 -1.59995 -0.14171
H: -4.13063 -1.16046 -1.89349
H: -4.26489 -3.88241 -2.78242
H: -2.80787 -3.39550 -1.72971
H: -2.27022 -1.64842 -3.30800
H: -3.60338 -2.20938 -4.37991
H: -1.57317 -3.49261 -6.03549
H: -0.20680 -3.99451 -4.95338
H: -0.63987 -2.27557 -5.04312
C: 5.68280 -1.59656 6.58277
O: 4.67963 -2.56454 6.75088
C: 3.90411 -2.89707 5.57972
C: 2.86737 -1.82499 5.24996
N: 2.08592 -2.21997 4.08880
C: 1.54908 -1.06548 3.45648
C: 1.18481 -1.53507 2.05749
O: 2.17652 -2.23464 1.35993
C: 3.23605 -1.45875 0.87341
H: 5.22476 -0.57689 6.38622
H: 6.31534 -1.88319 5.73512
H: 6.30845 -1.43721 7.43187
H: 3.32385 -3.79615 5.70166
H: 4.56372 -3.00723 4.72248
H: 3.40388 -0.83224 5.20862
H: 2.25005 -1.72889 6.15264
H: 2.60754 -2.88393 3.52457
H: 2.16311 -0.16503 3.36659
H: 0.60169 -0.68842 4.00731
H: 0.87210 -0.66483 1.47110
H: 0.34579 -2.28067 2.07565
H: 2.92105 -0.44246 0.63247
H: 3.57565 -1.86928 -0.06830
H: 4.04780 -1.40627 1.65450
C: 7.95807 -4.09314 -3.47128
O: 7.71010 -3.98134 -2.06414
C: 6.91059 -2.85613 -1.68602
C: 6.41206 -3.11796 -0.32891
N: 5.39532 -4.17949 -0.32903
C: 5.09664 -4.55119 1.07979
C: 3.88390 -5.36169 1.30000
O: 4.14867 -6.76041 0.85661
C: 3.19591 -7.68953 1.17154
H: 7.05808 -4.26676 -4.05767
H: 8.58794 -5.00233 -3.55547
H: 8.56202 -3.34194 -3.95333
H: 6.14302 -2.69106 -2.43285
H: 7.44848 -1.90118 -1.74428
H: 5.94134 -2.19618 0.10550
H: 7.28269 -3.37022 0.30083
H: 5.88600 -4.97780 -0.74791
H: 5.00133 -3.62831 1.72411
H: 5.90144 -5.16536 1.37342
H: 2.91605 -4.94971 0.87561
H: 3.73229 -5.42094 2.37128
H: 2.18954 -7.26461 1.38404
H: 3.41184 -8.30141 2.02776
H: 3.04561 -8.30190 0.26238
C: 0.53176 8.48457 -2.39525
C: -0.48643 8.46775 -1.25740
C: -1.68720 9.30440 -1.70876
O: -2.72854 9.16516 -0.79732
C: -3.88165 9.83085 -1.14008
N: -0.96795 7.03067 -1.01727
H: 1.50580 8.10427 -2.06765
H: 0.66596 9.53365 -2.75151
H: 0.12047 7.84117 -3.15481
H: -0.02147 8.94247 -0.37065
H: -1.85760 9.07255 -2.76307
H: -1.41984 10.45750 -1.68297
H: -4.61399 9.63269 -0.35046
H: -4.41216 9.37602 -1.93547
H: -3.79718 10.92852 -1.20947
H: -1.29309 6.69783 -1.91762
H: -1.80145 7.11780 -0.42499
C: -0.65280 -1.12455 -0.55936
C: -0.82767 0.35853 -1.04645
C: -0.52864 1.37797 0.02999
O: -1.69922 1.22620 0.92096
C: -1.84571 2.04784 2.01564
N: 0.10115 0.58176 -2.14841
H: -1.04069 -1.76169 -1.37494
H: -1.11876 -1.38725 0.37183
H: 0.38124 -1.32797 -0.40906
H: -1.87738 0.56637 -1.34480
H: -0.43293 2.41329 -0.40747
H: 0.35679 1.13529 0.51471
H: -0.86486 2.17405 2.61511
H: -2.62312 1.70500 2.70723
H: -2.13895 3.02956 1.70063
H: 0.43238 -0.28850 -2.53810
H: -0.34185 1.10965 -2.88301
C: 1.40941 2.77273 -7.00023
C: 1.10982 1.47394 -6.25697
C: 0.58717 0.39795 -7.18818
O: -0.72773 0.56636 -7.61205
C: -1.08389 -0.27185 -8.67866
N: 2.43134 0.92710 -5.77592
H: 2.07629 3.41719 -6.35408
H: 0.45120 3.31345 -7.30548
H: 2.02288 2.45426 -7.83962
H: 0.39225 1.62069 -5.47942
H: 0.75829 -0.59502 -6.64825
H: 1.17845 0.39580 -8.10039
H: -0.88293 -1.33983 -8.42107
H: -0.44037 -0.01940 -9.51226
H: -2.12259 -0.07055 -8.90493
H: 2.26306 0.12918 -5.12028
H: 2.76741 1.67307 -5.11150
C: -0.65306 -3.67332 7.23654
C: -1.00317 -2.33344 6.53441
C: -1.40669 -2.50719 5.05033
O: -1.73179 -1.26898 4.47010
C: -2.32923 -1.40819 3.19184
N: -2.10943 -1.59118 7.23546
H: -1.43232 -4.32424 7.51521
H: -0.16505 -3.39238 8.16746
H: 0.08799 -4.05106 6.53785
H: -0.07780 -1.76032 6.55465
H: -2.24049 -3.25650 4.89857
H: -0.55560 -2.97013 4.53741
H: -2.75104 -0.37951 3.00413
H: -3.14459 -2.15368 3.08432
H: -1.59082 -1.63577 2.41226
H: -1.68472 -1.25180 8.14228
H: -2.34529 -0.72266 6.75300
C: 5.50566 -3.48434 -7.32449
C: 4.70035 -2.91941 -6.19180
C: 5.47114 -1.69401 -5.70086
O: 5.03093 -1.16161 -4.46295
C: 5.43542 0.12297 -4.16782
N: 3.32271 -2.61216 -6.60553
H: 5.07651 -4.40475 -7.74360
H: 6.50276 -3.75939 -7.00519
H: 5.62304 -2.79878 -8.13958
H: 4.58302 -3.61193 -5.33592
H: 5.36096 -0.88745 -6.41815
H: 6.52978 -1.99772 -5.65145
H: 4.89055 0.49052 -3.28656
H: 5.19016 0.79690 -4.98108
H: 6.48501 0.16523 -3.95647
H: 3.31275 -1.71998 -7.13536
H: 2.72945 -2.42015 -5.78863

The value obtained for the frontier orbital gap is 9.217 eV.

[3]
ClH5Si2 | ωB97M-V with the def2-TZVPD basis set

Cartesian coordinates (Å):
Si: 0.02341 0.40242 -1.44583
Si: 0.19724 -0.62496 3.08907
Cl: -0.48909 -1.98690 1.66646
H: 0.85308 1.17590 -0.32855
H: 0.77358 0.54881 -2.64104
H: -1.49199 0.92478 -1.66260
H: 0.22915 0.59523 2.39188
H: -0.09538 -1.03528 -1.06939

The value obtained for the frontier orbital gap is 7.882 eV.

M in g/mol, matching the order above: 156.97, 1879.29, 96.67